# 1
ORCA calculation (ωB97M-V with the def2-TZVPD basis set) on a molecular structure, C35H60F36N10O28S12.

```
181
Properties=species:S:1:pos:R:3:forces:R:3
C 1.4801 6.8659 -5.1402 0.734 1.273 0.511
C 1.4911 5.6665 -4.2135 -0.481 -0.839 -0.945
C 2.3599 5.8398 -2.9912 0.271 -1.603 1.520
O 2.3497 4.6127 -2.1905 -0.250 1.208 -0.082
C 3.1902 4.7595 -1.0243 0.346 -0.120 -0.373
N 0.0357 5.3567 -3.8245 2.050 0.862 1.500
H 0.0496 4.6750 -3.0794 0.000 -0.967 0.038
H -0.3337 6.1707 -3.3543 -0.725 0.475 -0.467
H -0.4309 5.0174 -4.6535 -0.790 -0.320 -0.917
H 0.6791 6.9825 -5.8702 -0.093 -0.590 0.183
H 2.4160 7.0417 -5.6705 0.076 -0.810 -0.159
H 1.4919 7.7494 -4.5020 -0.549 0.346 0.183
H 1.7572 4.7603 -4.7577 0.339 0.026 -0.030
H 2.0356 6.6326 -2.3170 -0.264 0.462 -0.180
H 3.4083 6.0194 -3.2292 -0.037 0.248 -0.561
H 2.9400 5.5623 -0.3307 -0.829 0.164 -0.115
H 4.2089 5.0096 -1.3209 0.209 -0.400 -0.249
H 3.1908 3.8218 -0.4687 0.002 0.049 -0.305
C 4.0574 -3.9294 -0.1399 -0.763 1.265 0.612
C 2.8152 -4.5163 -0.8348 0.172 -0.521 -0.560
C 3.0606 -4.6347 -2.3379 -1.539 -0.405 -1.012
O 2.2198 -5.7149 -2.8702 1.760 0.701 0.762
C 2.4884 -6.0914 -4.2111 -0.976 -0.651 -0.808
N 2.5241 -5.9336 -0.2965 0.544 2.241 0.572
H 1.8581 -6.4207 -0.8790 0.380 -0.583 -0.826
H 3.4716 -6.2553 -0.1595 -0.138 -1.372 -0.279
H 2.0887 -5.8493 0.6110 -0.385 0.178 0.949
H 3.8248 -3.5008 0.8349 -0.266 -0.353 0.250
H 4.3891 -3.0274 -0.6541 -0.091 -0.059 -0.513
H 4.9637 -4.5191 -0.0028 -0.302 -0.649 -0.391
H 1.8799 -3.9696 -0.7145 0.228 0.199 0.504
H 4.1249 -4.6942 -2.5655 0.035 -0.602 -0.197
H 2.6642 -3.7422 -2.8221 0.363 0.408 0.164
H 1.9994 -7.0591 -4.3220 0.233 -0.156 0.033
H 3.5213 -6.1796 -4.5481 0.340 0.082 0.737
H 1.9912 -5.4874 -4.9700 -0.119 0.640 0.330
C -0.3737 -1.4711 -2.8099 2.076 -0.135 -0.045
C -0.3629 -0.4011 -1.7289 0.277 0.067 0.263
C 1.0122 -0.2442 -0.9273 -1.507 1.271 -0.080
N 0.9295 0.8924 0.1344 0.110 0.995 -0.234
C 0.0328 0.5211 1.2919 -0.120 -0.060 2.276
C 0.6241 -0.5863 2.2034 -0.271 -0.878 -1.755
C 1.9333 -0.1533 2.7786 -0.941 -0.434 0.823
C 2.8870 0.2799 1.7437 1.588 -0.188 -1.719
C 2.3560 1.2726 0.6816 -0.122 -0.269 0.503
C 0.4272 2.1913 -0.5916 0.088 -1.245 0.944
H -1.0952 -1.3200 -3.6129 -0.459 -0.249 0.658
H -0.2401 -2.4953 -2.4618 -0.634 -0.084 -0.021
H 0.5568 -1.2473 -3.3316 0.381 -0.258 -0.423
H -1.1938 -0.5251 -1.0344 -0.010 0.148 0.055
H -0.5609 0.4362 -2.3981 0.127 0.775 0.872
H 1.8004 0.1470 -1.5704 0.163 -0.645 -0.201
H 1.2703 -1.1308 -0.3480 0.143 -0.066 -0.422
H -1.0120 0.2818 1.0941 0.194 0.312 -0.971
H 0.0117 1.3611 1.9863 -0.161 0.618 -0.543
H 0.6711 -1.4881 1.5931 0.733 -0.249 -0.320
H -0.0104 -1.0299 2.9707 -0.721 1.024 0.229
H 2.3294 -0.9866 3.3591 0.315 0.150 0.167
H 1.7130 0.6637 3.4656 0.284 0.101 0.176
H 3.3386 -0.5414 1.1873 -0.513 -0.690 -0.218
H 3.8074 0.5819 2.2434 -0.164 1.150 -0.147
H 2.9903 1.3993 -0.1957 0.142 -0.602 0.015
H 2.3556 2.2689 1.1239 -0.897 0.039 0.168
H 1.0704 2.3775 -1.4516 -0.048 -0.298 -0.039
H 0.5300 3.0350 0.0908 -0.185 -0.265 0.182
H -0.6133 2.0036 -0.8565 0.136 0.286 -0.029
C -3.3535 1.0079 7.4102 -0.515 0.314 0.102
O -2.8839 0.1826 6.3565 2.165 0.476 2.109
C -3.8161 -0.1097 5.4325 -2.153 -1.174 -0.317
C -3.2693 -1.1555 4.4816 1.674 0.759 -0.711
N -2.4940 -2.3562 5.0209 -2.458 0.468 1.379
H -1.7555 -2.5906 4.3731 -0.124 -0.839 -1.244
H -1.9047 -2.0470 5.7806 -0.333 0.164 1.234
C -3.4084 -3.5616 5.3390 2.540 -0.376 0.904
C -4.0470 -3.5581 6.7857 1.777 0.875 -0.396
O -2.9388 -3.6460 7.8329 -1.056 0.201 -4.234
C -3.3118 -3.2889 9.0809 -0.830 0.429 2.899
H -3.8545 1.8765 6.9828 0.130 0.262 0.028
H -2.5920 1.3235 8.1233 0.546 -0.084 -0.718
H -4.0817 0.5161 8.0551 -0.368 -0.542 -0.229
H -4.2232 0.7605 4.9175 0.649 0.209 -0.846
H -4.7350 -0.4473 5.9119 -0.357 -0.678 0.426
H -2.4121 -0.6813 4.0035 -0.617 0.598 -0.801
H -4.0159 -1.5026 3.7674 0.280 0.103 0.060
H -2.6803 -4.3712 5.2884 -0.199 -0.410 0.203
H -3.9719 -3.6752 4.4129 -0.825 0.079 0.699
H -4.7617 -4.3750 6.8846 0.244 -0.137 0.064
H -4.5789 -2.6099 6.8634 -0.022 0.062 0.582
H -4.0531 -3.9694 9.4998 -0.061 -0.330 0.168
H -3.7008 -2.2995 9.3215 -0.516 0.642 -1.207
H -2.4689 -3.2296 9.7694 0.513 -0.831 -0.330
C -6.4033 0.0044 0.6324 1.377 0.455 -2.302
F -5.8860 -0.7105 1.6214 -0.680 0.307 0.913
F -6.4481 -0.8573 -0.4215 -0.416 0.988 0.700
F -7.6086 0.5327 0.8460 0.625 -0.793 0.493
S -5.1530 1.3992 0.1449 -1.968 1.733 -0.960
O -3.8990 0.7644 -0.0978 -0.092 -0.742 0.378
O -5.7301 2.1116 -1.0032 0.313 -1.019 2.457
N -5.2341 2.3538 1.6534 -1.944 -2.224 -2.344
S -3.7722 2.6666 1.8977 6.394 -1.482 -0.212
O -2.8704 1.5053 2.3659 -2.669 2.953 0.472
O -3.1028 3.2686 0.7273 -0.830 0.584 1.603
C -3.8055 4.0742 3.2673 -0.608 -2.808 0.068
F -4.7704 4.9259 3.0924 -1.567 0.426 -0.011
F -3.8226 3.5902 4.5467 -0.621 -0.136 -0.600
F -2.7126 4.6947 3.1377 3.012 1.415 -0.434
C 0.1343 2.6731 5.3192 2.489 0.171 -0.608
F -0.6162 3.1721 6.2226 -2.111 1.369 1.611
F 0.5923 1.5296 5.8373 0.612 -0.334 -0.510
F -0.5425 2.4004 4.2220 -0.178 0.051 -0.385
S 1.5337 4.0331 4.9540 -0.676 0.742 0.160
O 1.8305 3.8850 3.5263 0.171 -0.618 1.830
O 0.9180 5.3377 5.2604 1.049 -2.368 0.491
N 2.7082 3.5176 6.1836 -3.101 1.633 -1.586
S 3.9300 3.0269 5.3766 3.578 0.498 -2.365
O 3.7357 1.7428 4.7439 0.185 -0.278 0.106
O 4.5597 4.0745 4.5368 -0.716 -1.688 1.645
C 5.2640 2.6556 6.7558 -0.004 1.997 -2.096
F 6.5256 2.5308 6.1462 -2.219 -0.171 1.250
F 5.3101 3.7598 7.5383 0.326 -1.055 0.042
F 4.9592 1.5824 7.4458 0.479 -0.105 0.301
C 6.1767 2.8146 -4.2699 0.067 -0.968 -0.758
F 5.7382 3.8267 -3.5226 0.455 -0.375 -0.660
F 5.6853 2.9364 -5.5504 0.838 0.234 1.543
F 7.5438 2.8065 -4.3032 -1.867 0.191 -0.094
S 5.4341 1.1570 -3.5895 -0.225 -0.580 0.913
O 4.2416 1.6053 -2.8635 1.668 -0.289 -0.821
O 5.1453 0.2632 -4.7024 1.372 0.940 1.119
N 6.7695 0.5917 -2.5981 -2.571 -0.163 -2.257
S 6.5104 1.1173 -1.1510 -2.725 1.054 2.623
O 6.7839 2.5307 -1.0553 0.953 0.011 0.359
O 5.2086 0.7982 -0.5107 1.894 -0.704 -0.580
C 7.7475 0.1446 -0.0439 -0.332 2.033 -2.902
F 8.9705 0.4404 -0.5430 0.028 -1.103 0.090
F 7.7277 0.6169 1.1605 -0.447 -0.075 1.289
F 7.4472 -1.1423 -0.0863 0.583 -0.302 0.258
C -3.0588 -2.9281 1.3033 0.756 0.823 -1.419
F -4.0186 -3.4029 2.0993 0.308 0.116 -0.306
F -3.4959 -2.8498 0.0106 0.653 -0.672 2.088
F -2.7306 -1.6742 1.6695 -0.218 -0.807 0.109
S -1.4488 -4.0186 1.3505 -1.948 -0.668 -1.370
O -1.9742 -5.3632 0.9961 1.500 2.845 1.207
O -0.6043 -3.3215 0.3962 -0.195 -0.663 1.211
N -0.8606 -3.8348 3.0123 -2.118 2.178 -3.269
S -0.1789 -5.1600 3.2773 0.654 -4.878 0.957
O -1.1023 -6.2554 3.6117 1.538 1.606 0.513
O 0.7939 -5.5577 2.2558 0.287 0.608 0.721
C 0.7637 -4.6999 4.8938 0.584 -0.122 -0.537
F 1.7736 -3.8267 4.7717 -0.688 0.119 -0.577
F -0.1228 -4.1812 5.7563 0.037 -0.215 0.016
F 1.3289 -5.7954 5.3960 -0.655 -0.214 0.069
C 0.8966 1.6439 -5.2481 0.360 1.363 -0.855
F 0.9763 0.4088 -5.5973 -0.816 -2.289 0.601
F 1.1232 1.8300 -3.9216 -0.438 -0.205 -0.884
F 1.8931 2.1993 -5.9331 -0.009 1.126 0.546
S -0.8538 2.3401 -5.7789 -0.075 0.958 -0.566
O -1.4260 1.5196 -6.8092 0.605 0.395 0.928
O -1.5433 2.3807 -4.5054 0.660 1.038 -0.536
N -0.4332 3.9772 -6.3838 -2.343 -3.503 2.489
S 0.3504 3.8307 -7.7313 2.772 -1.056 -1.312
O 1.6587 4.3846 -7.4384 -0.105 0.821 -0.936
O 0.3763 2.5244 -8.4064 -0.591 2.334 0.682
C -0.4575 5.0992 -8.9042 -0.114 -2.494 2.858
F 0.4492 5.3381 -9.8111 -0.093 1.287 -0.650
F -1.5426 4.5735 -9.4121 -0.632 -0.333 -1.166
F -0.8940 6.1214 -8.1502 0.950 0.926 -0.684
C -3.0427 -3.1422 -4.7574 -0.312 0.716 -0.759
F -4.0208 -2.3021 -4.3131 1.895 -0.801 -0.429
F -2.1443 -2.4341 -5.6155 -2.091 -1.554 1.997
F -2.3225 -3.6095 -3.6973 -0.898 0.515 -1.389
S -3.9871 -4.6009 -5.7110 1.615 0.514 -3.474
O -3.0250 -5.0278 -6.7581 -1.516 0.840 2.199
O -4.3891 -5.5714 -4.7155 0.469 1.158 -0.491
N -5.2518 -3.7249 -6.5892 3.440 -1.171 2.006
S -6.5244 -4.2078 -5.8423 -2.803 -0.263 1.979
O -6.8002 -5.6216 -6.1575 -0.687 1.914 0.463
O -6.6716 -3.7616 -4.4178 0.012 -0.952 -3.070
C -7.8497 -3.0639 -6.7865 1.868 0.663 1.966
F -7.3856 -1.7456 -6.8997 -0.459 -2.166 -0.802
F -8.2531 -3.5951 -7.9355 0.088 0.765 0.188
F -8.8573 -2.9499 -5.9276 -0.714 -0.395 -0.415
```
Forces are in eV/Å.

Calculated values
E_tot (hartree): -12396.9052
Total charge: -2
HOMO energy (eV): -5.06


# 2
ORCA calculation (ωB97M-V with the def2-TZVPD basis set) on a molecular structure, C3H3O2Sn.

```
9
Properties=species:S:1:pos:R:3:forces:R:3
C -2.0115 1.5759 0.2894 -1.133 0.778 -0.918
C -3.1719 1.5182 -0.3458 1.672 -1.056 0.364
H -3.7692 2.4251 -0.5040 0.240 -0.033 0.119
H -1.5323 2.3524 0.8896 0.252 -0.591 0.196
H -3.5395 0.5934 -0.8005 -0.161 0.217 0.222
O 0.5307 -0.1988 -0.2105 0.800 -0.208 0.464
C -0.4945 -0.2985 0.3898 -6.367 -1.426 4.174
O -1.1643 -0.9538 1.0889 1.181 1.125 -1.226
Sn 1.7736 0.2856 -1.4838 3.516 1.194 -3.395
```
Forces are in eV/Å.

Calculated values
E_tot (hartree): -480.0056
Energy above the lowest of the compared OMol25 structures with the same formula, charge and spin (kcal/mol): 31.7
Total charge: +2
2S+1: 2
HOMO energy (alpha / beta) (eV): -18.00 / -18.89
Expectation value of S²: 0.76


# 3
ORCA calculation (ωB97M-V with the def2-TZVPD basis set) on 8 unconnected molecules or ions with the total composition C27H40N7O5P.

```
80
Properties=species:S:1:pos:R:3:forces:R:3
C -1.6260 1.6045 3.3604 0.036 -0.025 -0.079
C -0.4017 2.4801 3.6179 -0.147 -0.096 0.044
O 0.8086 1.9928 2.9799 -0.012 0.194 0.315
C 1.1670 2.5413 1.7939 -0.871 -0.567 0.011
O 2.2434 3.0332 1.6740 1.080 0.378 -0.214
C 0.1593 2.3885 0.6757 -0.220 0.088 0.030
C 0.7346 2.6529 -0.7172 -0.014 0.333 0.070
C 1.1177 1.3910 -1.4808 0.142 0.055 -0.216
C 0.0439 0.3767 -1.7236 0.137 -0.166 0.009
C 0.1949 -0.8994 -2.1172 -0.209 0.143 0.159
P 1.8319 -1.6891 -2.3612 0.231 -0.074 0.231
C 1.7929 -2.1450 -4.1488 -0.235 0.210 -0.207
C 1.6944 -3.3279 -1.5276 -0.063 -0.515 -0.111
C 1.0132 -4.5002 -2.2537 0.087 -0.075 0.094
C -1.1737 -1.4869 -2.1901 0.461 0.837 0.232
O -1.5338 -2.5830 -2.4356 -0.332 -1.140 -0.353
O -2.1050 -0.5145 -1.8712 0.000 0.100 0.039
C -1.4218 0.6506 -1.5801 0.344 -0.537 -0.245
O -1.9930 1.6385 -1.2803 -0.404 0.699 0.208
H -1.5511 1.0851 2.4009 -0.011 0.103 0.138
H -1.7079 0.8507 4.1420 -0.137 0.033 -0.117
H -2.5389 2.2081 3.3289 0.138 -0.082 0.120
H -0.1502 2.4739 4.6817 -0.076 0.076 -0.176
H -0.5667 3.5221 3.3215 0.069 -0.139 -0.048
H -0.2742 1.3853 0.7713 0.111 0.198 -0.062
H -0.6677 3.0810 0.8919 0.113 -0.169 -0.045
H 1.6542 3.2348 -0.5955 -0.150 -0.032 -0.050
H 0.0498 3.2691 -1.3054 0.031 -0.227 0.098
H 1.5010 1.6745 -2.4726 0.035 0.055 0.238
H 1.9499 0.8919 -0.9672 -0.150 -0.012 -0.158
H 0.7840 -2.0929 -4.5696 0.137 -0.071 0.035
H 2.1574 -3.1651 -4.2787 0.067 0.151 0.013
H 2.4402 -1.4570 -4.6997 -0.119 -0.149 0.028
H 1.2470 -3.1904 -0.5376 0.128 0.196 -0.185
H 2.7447 -3.5930 -1.3547 -0.172 0.056 0.092
H 0.0308 -4.2414 -2.6426 0.053 0.003 -0.004
H 0.8871 -5.3409 -1.5601 0.049 0.139 -0.071
H 1.6312 -4.8733 -3.0762 -0.110 0.075 0.075
C -4.5149 -1.8996 -3.7455 -0.034 0.000 0.019
C -5.8955 -2.3101 -3.9745 -0.070 -0.014 -0.036
N -6.9813 -2.6354 -4.1564 0.064 0.007 0.030
H -4.0201 -2.5978 -3.0735 0.019 0.016 -0.017
H -3.9727 -1.8814 -4.6896 -0.001 0.004 0.010
H -4.4888 -0.9072 -3.2988 0.007 -0.014 -0.005
C -2.5582 -3.2124 0.5245 -0.019 -0.034 -0.018
C -1.2614 -2.6189 0.8175 0.046 0.023 0.063
N -0.2342 -2.1559 1.0463 -0.301 0.008 -0.258
H -2.4272 -4.0436 -0.1671 0.022 0.025 -0.010
H -3.0268 -3.5598 1.4437 0.040 0.068 0.001
H -3.2021 -2.4668 0.0596 0.006 0.004 0.008
C 4.6074 -0.3728 0.4794 0.035 -0.003 0.021
C 4.7613 -1.7099 -0.0798 -0.133 -0.044 -0.070
N 4.8367 -2.7615 -0.5330 0.161 0.031 0.078
H 5.1326 0.3513 -0.1409 -0.018 0.005 0.008
H 3.5497 -0.1142 0.5110 0.011 -0.001 0.001
H 5.0128 -0.3405 1.4892 -0.002 0.016 -0.009
C 1.2590 -1.3140 3.6546 0.107 -0.097 0.044
C 0.2259 -1.0996 4.6604 0.049 -0.011 0.069
N -0.5804 -0.9203 5.4586 0.057 -0.020 -0.057
H 1.5404 -0.3559 3.2188 -0.029 -0.009 0.021
H 2.1327 -1.7729 4.1149 0.006 0.032 0.064
H 0.8882 -1.9655 2.8648 0.041 0.119 0.129
C -6.0076 -5.8854 2.2485 -0.001 -0.016 0.006
C -5.3419 -4.6556 2.6620 -0.043 0.095 0.060
N -4.8311 -3.6800 2.9874 -0.015 -0.127 -0.061
H -5.2871 -6.7002 2.2034 -0.012 0.004 0.001
H -6.7872 -6.1396 2.9642 0.008 0.000 -0.007
H -6.4574 -5.7501 1.2664 0.003 -0.002 0.010
C 1.4661 6.3034 -1.6856 0.012 0.052 0.010
C 1.4555 5.2870 -2.7301 0.011 -0.113 0.021
N 1.4533 4.4479 -3.5132 0.004 0.046 -0.030
H 1.7685 7.2658 -2.0942 -0.006 -0.008 0.009
H 0.4759 6.4018 -1.2442 0.005 -0.001 -0.010
H 2.1670 6.0130 -0.9045 -0.018 0.021 0.010
C 3.9933 6.0921 1.9440 0.002 -0.079 0.018
C 2.8860 7.0405 1.9098 -0.054 0.009 -0.020
N 2.0064 7.7773 1.8639 0.038 -0.056 -0.034
H 3.6346 5.1161 2.2713 -0.006 0.011 -0.022
H 4.4175 5.9914 0.9458 0.017 -0.003 0.014
H 4.7692 6.4417 2.6225 -0.025 0.016 0.002
```
Forces are in eV/Å.

Calculated values
E_tot (hartree): -2153.6291
SMILES string: CCOC(=O)CCCC1=C(P(C)CC)C(=O)OC1=O.CC#N.CC#N.CC#N.CC#N.CC#N.CC#N.CC#N
HOMO energy (eV): -8.93